Record 1
A structure of composition C23H23BCl2F3N6O3Ti, computed with ωB97M-V/def2-TZVPD.

Positions of all 62 atoms, in Å:
Ti (0.112, -0.101, -0.023)
C (2.919, -3.344, -0.686)
C (2.655, -1.992, -0.524)
N (1.394, -1.814, -0.113)
N (0.837, -3.046, -0.004)
C (1.735, -3.973, -0.344)
B (-0.626, -3.193, 0.463)
N (-1.544, -2.485, -0.586)
C (-2.522, -2.979, -1.342)
C (-3.019, -1.973, -2.161)
C (-2.266, -0.858, -1.845)
N (-1.380, -1.169, -0.888)
N (-0.757, -2.412, 1.783)
C (-1.147, -2.801, 2.999)
C (-1.194, -1.692, 3.827)
C (-0.823, -0.634, 3.009)
N (-0.539, -1.076, 1.779)
H (3.843, -3.801, -0.992)
H (3.308, -1.146, -0.666)
H (1.475, -5.019, -0.313)
H (-0.935, -4.337, 0.583)
H (-2.806, -4.014, -1.250)
H (-3.818, -2.045, -2.877)
H (-2.310, 0.144, -2.238)
H (-1.384, -3.835, 3.192)
H (-1.479, -1.658, 4.863)
H (-0.769, 0.421, 3.223)
C (0.853, 1.324, -4.491)
C (1.378, 0.076, -3.782)
C (2.510, -0.582, -4.552)
O (0.315, -0.848, -3.541)
C (1.875, 0.503, -2.406)
O (3.009, 0.747, -2.130)
O (0.884, 0.638, -1.476)
H (0.470, 1.044, -5.474)
H (1.647, 2.057, -4.632)
H (0.045, 1.780, -3.919)
H (2.160, -0.849, -5.551)
H (2.843, -1.485, -4.042)
H (3.357, 0.094, -4.653)
H (0.052, -1.223, -4.389)
F (-4.213, 7.345, 4.116)
C (-3.181, 7.502, 3.280)
F (-2.206, 8.130, 3.956)
F (-3.572, 8.326, 2.297)
C (-2.692, 6.186, 2.729)
C (-1.808, 6.204, 1.657)
C (-1.314, 5.016, 1.156)
C (-1.707, 3.803, 1.728)
C (-2.601, 3.795, 2.799)
C (-3.092, 4.988, 3.300)
C (-1.191, 2.574, 1.211)
C (-0.776, 1.524, 0.749)
H (-1.510, 7.147, 1.218)
H (-0.626, 5.015, 0.323)
H (-2.912, 2.853, 3.230)
H (-3.786, 4.989, 4.129)
Cl (2.931, -1.490, 2.975)
C (2.571, 0.223, 2.919)
Cl (2.392, 0.860, 1.256)
H (3.398, 0.776, 3.348)
H (1.641, 0.418, 3.438)

Multiplicity   1
LUMO   -4.48 eV
E_HOMO   -11.6 eV
Energy relative to the best compared isomer or geometry (same formula, charge and spin)   44.1 kJ/mol
Total charge   +1

Löwdin atomic charge list, values in e, 8 entries: Ti 1.009; C -0.015; C -0.139; N -0.063; N -0.009; C -0.033; B -0.468; N 0.008

=====

Record 2
A structure of composition C23H23BrF6N11O5S3Ti, computed with ωB97M-V/def2-TZVPD.

Positions of all 73 atoms, in Å:
Ti (0.346, -0.521, -0.199)
Br (-2.382, 4.592, 3.763)
C (-1.228, 3.320, 2.941)
C (-0.003, 3.945, 2.423)
C (0.946, 3.367, 1.671)
C (0.962, 1.961, 1.338)
C (-0.976, 0.854, 2.326)
C (-1.673, 2.060, 2.889)
N (1.163, 1.480, 0.143)
C (1.595, 2.116, -0.967)
C (1.919, 1.246, -2.013)
C (2.509, 1.672, -3.227)
C (2.868, 0.752, -4.166)
C (2.647, -0.617, -3.919)
C (2.037, -0.983, -2.757)
N (1.632, -0.083, -1.814)
H (0.089, 5.003, 2.626)
H (1.733, 3.996, 1.266)
H (-1.295, -0.030, 2.883)
H (-2.657, 1.867, 3.299)
H (1.873, 3.161, -0.964)
H (2.692, 2.729, -3.369)
H (3.333, 1.070, -5.091)
H (2.944, -1.377, -4.625)
H (1.859, -2.022, -2.532)
F (0.321, -4.581, 1.675)
C (-0.966, -4.353, 1.915)
F (-1.079, -3.718, 3.082)
F (-1.620, -5.495, 1.961)
S (-1.689, -3.265, 0.611)
O (-0.977, -1.990, 0.813)
O (-3.089, -3.239, 0.844)
N (-1.226, -4.017, -0.681)
S (-0.701, -3.320, -1.970)
O (0.274, -4.065, -2.680)
O (-0.428, -1.879, -1.747)
C (-2.174, -3.259, -3.081)
F (-1.862, -2.532, -4.152)
F (-2.493, -4.486, -3.446)
F (-3.194, -2.693, -2.451)
C (-0.873, 3.476, -3.097)
C (-2.032, 2.924, -2.359)
N (-3.142, 3.543, -2.130)
N (-3.934, 2.629, -1.499)
C (-3.369, 1.420, -1.352)
S (-3.980, -0.018, -0.782)
N (-2.110, 1.636, -1.860)
N (-1.171, 0.594, -1.967)
H (-1.115, 4.493, -3.396)
H (-0.670, 2.890, -3.996)
H (0.022, 3.478, -2.477)
H (-4.885, 2.857, -1.263)
H (-0.554, 0.811, -2.747)
H (-1.713, -0.238, -2.218)
N (2.127, -3.063, -0.502)
C (1.705, -2.178, 0.256)
H (2.691, -3.789, -0.059)
C (2.928, -2.173, 4.234)
N (2.074, -1.152, 3.624)
C (1.812, 0.063, 4.286)
C (1.132, 1.054, 3.727)
C (0.558, 0.908, 2.349)
N (0.983, -0.340, 1.734)
C (1.693, -1.240, 2.346)
O (2.079, -2.291, 1.664)
N (-1.284, 0.616, 0.897)
H (2.850, -2.076, 5.313)
H (3.967, -2.049, 3.931)
H (2.582, -3.161, 3.944)
H (2.220, 0.124, 5.284)
H (0.973, 1.972, 4.272)
H (-1.432, 1.516, 0.446)
H (-2.162, 0.099, 0.776)

Multiplicity   1
LUMO (alpha / beta)   -4.46 / -4.46 eV
E_HOMO (alpha / beta)   -9.9 / -9.9 eV
Total charge   +1

Löwdin atomic charge list, values in e, 8 entries: Ti 1.170; Br 0.796; C -0.650; C -0.118; C -0.004; C -0.201; C -0.237; C -0.083

=====

Record 3
A structure of composition C23H23Cl2N6O6Zr, computed with ωB97M-V/def2-TZVPD.

Positions of all 61 atoms, in Å:
Zr (0.065, 0.002, -0.217)
Cl (-4.286, 0.840, 5.144)
C (-3.628, 0.870, 3.554)
C (-2.272, 0.624, 3.389)
C (-1.722, 0.638, 2.116)
N (-0.353, 0.583, 1.786)
C (0.624, 0.352, 2.684)
O (0.552, -0.067, 3.824)
C (1.970, 0.729, 2.095)
C (3.019, 1.007, 2.956)
C (4.225, 1.432, 2.430)
C (4.339, 1.551, 1.052)
C (3.252, 1.231, 0.265)
N (2.076, 0.824, 0.755)
C (-2.556, 0.845, 0.997)
C (-3.903, 1.117, 1.168)
C (-4.436, 1.140, 2.450)
Cl (-6.107, 1.494, 2.655)
N (-1.847, 0.850, -0.209)
C (-2.358, 1.125, -1.433)
O (-3.507, 1.125, -1.807)
C (-1.240, 1.589, -2.350)
C (-1.512, 1.895, -3.673)
C (-0.523, 2.492, -4.433)
C (0.677, 2.830, -3.815)
C (0.875, 2.469, -2.497)
N (-0.040, 1.807, -1.775)
H (-1.651, 0.436, 4.251)
H (2.853, 0.892, 4.018)
H (5.059, 1.670, 3.077)
H (5.259, 1.881, 0.590)
H (3.331, 1.311, -0.811)
H (-4.534, 1.298, 0.311)
H (-2.496, 1.669, -4.057)
H (-0.690, 2.717, -5.478)
H (1.448, 3.372, -4.344)
H (1.791, 2.737, -1.983)
C (-2.273, -2.301, 0.591)
O (-0.917, -1.873, 0.811)
C (-0.185, -2.801, 1.611)
C (1.304, -2.501, 1.443)
O (1.572, -2.024, 0.119)
C (1.545, -3.116, -0.816)
H (-2.813, -2.335, 1.537)
H (-2.274, -3.290, 0.127)
H (-2.741, -1.593, -0.084)
H (-0.417, -3.813, 1.273)
H (-0.472, -2.707, 2.661)
H (1.884, -3.402, 1.645)
H (1.635, -1.730, 2.132)
H (2.235, -3.891, -0.482)
H (1.858, -2.750, -1.787)
H (0.538, -3.524, -0.914)
N (1.927, -0.241, -2.184)
N (1.152, -0.917, -3.158)
C (-0.225, -1.132, -2.942)
O (-0.943, -1.298, -3.893)
O (-0.543, -1.176, -1.674)
H (2.238, 0.633, -2.592)
H (2.756, -0.792, -1.982)
H (1.406, -0.804, -4.128)

Multiplicity   1
LUMO   -3.58 eV
E_HOMO   -10.3 eV
Total charge   +1

Löwdin atomic charge list, values in e, 8 entries: Zr 1.929; Cl 0.700; C -0.681; C -0.025; C -0.204; N -0.053; C -0.499; O 0.090

=====

Record 4
The molecule C23H23F6N3O2, computed with ωB97M-V/def2-TZVPD.

Positions of all 57 atoms, in Å:
C (-0.428, 9.141, 0.954)
C (-0.228, 8.546, -0.435)
C (-0.652, 7.081, -0.482)
H (-1.706, 6.996, -0.209)
C (-0.450, 6.484, -1.876)
N (-0.814, 5.093, -1.905)
C (-2.068, 4.607, -1.980)
C (-1.963, 3.210, -1.948)
C (-2.826, 2.098, -2.003)
C (-2.284, 0.848, -1.950)
C (-0.887, 0.633, -1.834)
C (-0.015, 1.694, -1.789)
C (-0.545, 2.991, -1.845)
N (0.120, 4.147, -1.820)
H (1.057, 1.577, -1.752)
C (-0.435, -0.783, -1.807)
O (-1.070, -1.694, -2.302)
N (0.746, -1.004, -1.165)
H (1.217, -0.245, -0.702)
C (1.321, -2.320, -1.074)
C (1.148, -2.951, 0.285)
C (0.090, -2.559, 1.099)
C (-0.113, -3.126, 2.341)
C (0.758, -4.107, 2.796)
C (1.815, -4.528, 2.003)
C (2.004, -3.952, 0.755)
C (3.162, -4.423, -0.086)
F (2.788, -4.803, -1.319)
F (4.089, -3.458, -0.258)
F (3.807, -5.463, 0.448)
H (2.486, -5.295, 2.358)
C (0.542, -4.753, 4.137)
F (-0.168, -5.891, 4.038)
F (-0.129, -3.964, 4.988)
F (1.693, -5.079, 4.743)
H (-0.940, -2.810, 2.958)
H (-0.591, -1.803, 0.742)
H (2.375, -2.275, -1.358)
H (0.786, -2.937, -1.809)
H (-2.913, -0.027, -2.004)
H (-3.895, 2.216, -2.092)
O (-3.066, 5.511, -2.095)
C (-4.403, 5.043, -2.037)
C (-4.819, 4.646, -0.625)
H (-4.715, 5.496, 0.046)
H (-4.199, 3.833, -0.255)
H (-5.857, 4.325, -0.627)
H (-4.999, 5.892, -2.382)
H (-4.540, 4.212, -2.737)
H (0.601, 6.540, -2.165)
H (-1.064, 7.018, -2.606)
H (-0.066, 6.505, 0.237)
H (0.823, 8.627, -0.717)
H (-0.813, 9.114, -1.162)
H (-0.120, 10.184, 0.970)
H (-1.474, 9.088, 1.246)
H (0.161, 8.598, 1.689)

Structure (SMILES)   CCCCn1nc2cc(C(=O)NCc3ccc(C(F)(F)F)cc3C(F)(F)F)ccc2c1OCC
Multiplicity   1
LUMO   0.32 eV
E_HOMO   -7.9 eV
Energy relative to the best compared isomer or geometry (same formula, charge and spin)   0.0 kJ/mol

Löwdin atomic charge list, values in e, 8 entries: C -0.115; C -0.272; C -0.193; H 0.112; C -0.124; N -0.087; C -0.209; C -0.079

=====

Record 5
A structure of composition C23H23FePSb, computed with ωB97M-V/def2-TZVPD.

Positions of all 49 atoms, in Å:
C (0.055, -0.032, -4.538)
C (-1.000, -0.963, -4.761)
C (-0.755, -2.097, -3.915)
C (0.563, -2.033, -3.395)
C (1.036, -0.688, -3.692)
Fe (-0.082, 1.968, -0.791)
P (-0.572, 3.300, -2.382)
H (0.130, 0.970, -4.969)
H (-1.755, -0.929, -5.535)
H (-1.526, -2.917, -3.715)
H (1.990, -0.267, -3.417)
H (1.099, -2.808, -2.886)
H (-1.752, 3.919, -1.892)
H (-0.913, 2.919, -3.701)
H (0.269, 4.456, -2.540)
C (-0.544, 3.773, 3.346)
C (0.531, 3.775, 2.459)
C (0.682, 2.784, 1.466)
C (-0.305, 1.763, 1.395)
C (-1.354, 1.710, 2.330)
C (-1.475, 2.726, 3.280)
Sb (-0.035, -0.201, 0.123)
C (1.930, -0.634, 0.661)
C (2.962, -0.660, -0.282)
C (4.276, -0.786, 0.198)
C (4.513, -0.931, 1.571)
C (3.454, -0.921, 2.487)
C (2.140, -0.738, 2.041)
C (-1.621, -1.459, 0.613)
C (-1.177, -2.648, 1.216)
C (-2.144, -3.588, 1.574)
C (-3.497, -3.300, 1.292)
C (-3.915, -2.108, 0.660)
C (-2.946, -1.162, 0.295)
H (-0.663, 4.569, 4.082)
H (1.265, 4.564, 2.528)
H (1.572, 2.751, 0.816)
H (-2.064, 0.879, 2.347)
H (-2.297, 2.711, 3.984)
H (2.742, -0.581, -1.354)
H (5.101, -0.793, -0.509)
H (5.528, -1.066, 1.933)
H (3.619, -1.064, 3.557)
H (1.307, -0.681, 2.735)
H (-0.103, -2.806, 1.402)
H (-1.824, -4.515, 2.066)
H (-4.250, -4.039, 1.569)
H (-4.978, -1.898, 0.452)
H (-3.217, -0.224, -0.206)

Multiplicity   5
⟨S²⟩   6.039
LUMO (alpha / beta)   2.77 / 2.67 eV
E_HOMO (alpha / beta)   -1.2 / -2.7 eV
Energy relative to the best compared isomer or geometry (same formula, charge and spin)   32.4 kJ/mol
Total charge   -1

Löwdin atomic charge list, values in e, 8 entries: C -0.231; C -0.224; C -0.239; C -0.224; C -0.238; Fe -0.010; P 0.615; H 0.038

=====

Record 6
A structure of composition C23H23I2MnN6OS, computed with ωB97M-V/def2-TZVPD.

Positions of all 57 atoms, in Å:
Mn (0.557, -0.479, 1.359)
I (-5.833, 2.303, -0.282)
C (-3.996, 1.771, 0.539)
C (-2.967, 2.635, 0.550)
C (-1.652, 2.211, 1.038)
I (-0.636, 3.805, 2.013)
C (-1.637, 0.988, 1.840)
O (-0.613, 0.672, 2.503)
C (-2.706, 0.033, 1.666)
C (-2.429, -1.385, 2.104)
N (-1.277, -1.884, 1.318)
C (-0.789, -3.218, 1.653)
C (0.577, -3.458, 1.034)
C (1.110, -4.736, 0.946)
C (2.354, -4.905, 0.367)
C (3.033, -3.796, -0.125)
C (2.441, -2.559, 0.005)
N (1.241, -2.390, 0.579)
C (-3.842, 0.433, 1.048)
H (-3.062, 3.628, 0.132)
H (-3.316, -2.007, 1.956)
H (-2.161, -1.411, 3.162)
H (-1.558, -1.894, 0.329)
H (-1.467, -4.008, 1.311)
H (-0.715, -3.313, 2.740)
H (0.548, -5.580, 1.321)
H (2.789, -5.892, 0.291)
H (4.000, -3.888, -0.598)
H (2.924, -1.658, -0.358)
H (-4.657, -0.269, 0.915)
N (2.510, 0.585, 1.863)
C (2.766, 1.535, 0.784)
C (3.986, 2.162, 0.636)
C (4.144, 3.179, -0.304)
C (3.049, 3.593, -1.041)
C (1.816, 2.960, -0.905)
C (0.616, 3.381, -1.606)
C (-0.566, 2.820, -1.337)
C (-0.679, 1.688, -0.380)
N (0.528, 1.109, 0.016)
C (1.677, 1.869, -0.035)
H (2.073, 1.116, 2.620)
H (3.383, 0.232, 2.239)
H (4.814, 1.886, 1.279)
H (5.103, 3.664, -0.421)
H (3.139, 4.427, -1.727)
H (0.692, 4.180, -2.334)
H (-1.472, 3.154, -1.828)
H (-1.364, 0.934, -0.764)
N (-0.428, -0.570, -3.205)
C (-1.763, -0.684, -3.155)
N (-2.444, -0.308, -4.247)
S (-2.566, -1.232, -1.778)
H (0.054, -0.205, -4.008)
H (0.096, -0.751, -2.367)
H (-1.989, -0.034, -5.101)
H (-3.440, -0.440, -4.251)

Multiplicity   6
⟨S²⟩   8.757
LUMO (alpha / beta)   -3.27 / -3.37 eV
E_HOMO (alpha / beta)   -9.6 / -9.7 eV
Energy relative to the best compared isomer or geometry (same formula, charge and spin)   229.0 kJ/mol
Total charge   +1

Löwdin atomic charge list, values in e, 8 entries: Mn 0.923; I 0.916; C -0.722; C -0.216; C -0.661; I 1.065; C -0.428; O -0.132

=====

| no. | largest force on an atom (eV/A) |
| --- | --- |
| 1 | 0.5 |
| 2 | 0.4 |
| 3 | 2.0 |
| 4 | 1.2 |
| 5 | 2.7 |
| 6 | 1.0 |